# 1
{
  "formula": "C3H8N2O2",
  "method": "ωB97M-V/def2-TZVPD",
  "elements": ["C", "C", "C", "H", "H", "H", "H", "H", "H", "H", "H", "N", "N", "O", "O"],
  "positions_angstrom": [[-0.340123, -2.639182, -0.359432], [-0.571310, -0.594470, 0.892245], [0.423574, 1.379871, -0.056041], [0.201834, -2.882881, 0.585212], [0.216524, -1.996007, -1.122490], [-0.640209, -3.589938, -0.685229], [-1.267365, 0.104093, 1.348458], [0.305333, -0.803850, 1.480030], [0.344992, 1.192806, -2.470017], [1.910644, 2.202652, -1.674285], [0.244724, 3.177257, 1.083388], [1.011454, 1.696423, -1.383099], [0.452583, 1.996523, 1.031383], [-1.240179, -1.561384, 0.240746], [0.160481, 0.044877, -0.108705]],
  "forces_ev_per_angstrom": [[1.993, 4.412, 2.293], [0.764, 0.876, -0.327], [2.787, -0.969, -3.236], [0.738, 0.104, -1.110], [-0.217, -1.723, 0.996], [-1.982, -0.621, -0.777], [-0.101, -0.166, 0.296], [-0.408, -1.409, 1.700], [2.968, 2.048, 4.886], [-2.319, -0.903, 1.359], [1.465, -4.666, -0.898], [-2.657, -1.128, -3.514], [-2.033, 4.766, 1.346], [-1.572, -3.356, -0.767], [0.574, 2.735, -2.248]],
  "orbital_gap_ev": 10.1,
  "lumo_ev": 0.6,
  "total_charge": 0
}

---

# 2
{
  "formula": "C3H8N2O2",
  "method": "ωB97M-V/def2-TZVPD",
  "elements": ["O", "C", "N", "C", "C", "O", "H", "H", "H", "H", "H", "N", "H", "H", "H"],
  "positions_angstrom": [[-1.098748, 0.593292, -1.742048], [-0.164368, 0.140761, -1.127129], [0.566844, 0.741764, -0.126127], [1.665619, -0.119996, 0.267692], [1.227416, -1.466214, -0.318884], [0.322634, -1.110397, -1.363837], [-0.017541, 1.223818, 0.555711], [1.808950, -0.152359, 1.350116], [2.596889, 0.227099, -0.195286], [0.699809, -2.081862, 0.421044], [2.039194, -2.046020, -0.758603], [-2.146164, 1.073092, 0.833687], [-2.350400, 1.336873, -0.128142], [-2.790737, 1.559325, 1.444655], [-2.359398, 0.080826, 0.887153]],
  "forces_ev_per_angstrom": [[0.396, -0.232, 0.187], [-0.273, 0.131, -0.189], [-0.178, 0.004, -0.102], [0.140, -0.075, 0.062], [0.207, -0.109, 0.155], [-0.020, 0.070, -0.162], [0.130, -0.039, -0.178], [-0.082, -0.005, -0.136], [-0.095, -0.053, 0.107], [0.037, 0.087, -0.145], [-0.048, 0.075, 0.086], [-0.203, 0.040, 0.079], [0.077, 0.044, 0.145], [-0.038, -0.051, -0.001], [-0.049, 0.112, 0.092]],
  "orbital_gap_ev": 10.6,
  "lumo_ev": 0.8,
  "smiles": "O=C1NCCO1.N",
  "total_charge": 0
}

---

# 3
{
  "formula": "C3H8N2O2",
  "method": "ωB97M-V/def2-TZVPD",
  "elements": ["C", "O", "N", "C", "N", "O", "C", "H", "H", "H", "H", "H", "H", "H", "H"],
  "positions_angstrom": [[-2.558335, 0.408009, 0.051426], [-1.578207, -0.535131, -0.311540], [-0.230255, 0.233103, -0.568412], [0.512838, -0.660119, -0.105602], [0.517955, -1.974856, 0.203831], [1.898696, -0.173949, -0.299203], [2.156423, 1.167177, 0.061688], [-2.683269, 1.170011, -0.724399], [-2.304240, 0.906179, 0.993467], [-3.492721, -0.147268, 0.149711], [-0.335756, -2.473953, 0.013582], [1.391093, -2.463243, 0.093550], [1.647209, 1.448324, 0.988117], [3.236912, 1.253989, 0.184123], [1.821657, 1.841726, -0.730338]],
  "forces_ev_per_angstrom": [[0.063, 0.180, -0.130], [0.920, 1.263, -0.791], [-4.797, -1.500, 1.453], [6.298, 1.192, -2.077], [-0.857, 0.451, 0.326], [-1.484, -2.122, 1.127], [-0.230, 0.363, -0.158], [0.025, -0.041, 0.026], [-0.089, -0.068, -0.013], [0.049, 0.025, 0.096], [0.018, 0.041, 0.030], [0.025, 0.262, 0.055], [0.092, -0.070, -0.036], [-0.100, -0.034, 0.009], [0.067, 0.058, 0.083]],
  "orbital_gap_ev": 10.1,
  "lumo_ev": 0.9,
  "smiles": "CO/N=C(\\N)OC",
  "total_charge": 0
}

---

# 4
{
  "formula": "C3H8N2O2",
  "method": "ωB97M-V/def2-TZVPD",
  "elements": ["O", "C", "N", "C", "C", "O", "H", "H", "H", "H", "H", "N", "H", "H", "H"],
  "positions_angstrom": [[-0.246172, -1.925271, -0.771115], [-0.029612, -1.054108, 0.034790], [0.263672, 0.271296, -0.117351], [0.678671, 0.888396, 1.104563], [0.190197, -0.138412, 2.132953], [-0.055958, -1.323862, 1.385761], [0.204391, 0.717248, -1.023928], [0.210462, 1.865045, 1.247960], [1.768748, 0.993474, 1.135336], [-0.729267, 0.182080, 2.636628], [0.955713, -0.334211, 2.885594], [-1.089168, -0.030366, -2.340358], [-1.060045, -0.951512, -2.758987], [-1.197345, 0.695455, -3.027801], [-1.838267, -0.032644, -1.653050]],
  "forces_ev_per_angstrom": [[0.123, 0.339, 0.507], [0.001, -0.286, 0.206], [0.023, -0.263, 0.009], [0.119, 0.176, 0.201], [0.121, 0.242, 0.217], [0.137, -0.099, -0.077], [0.028, -0.516, 0.111], [0.119, -0.045, 0.014], [-0.067, 0.141, 0.102], [0.080, -0.112, -0.147], [-0.151, -0.115, -0.027], [-0.187, 0.159, -0.417], [0.135, 0.207, -0.022], [-0.531, -0.001, -0.269], [0.050, 0.174, -0.408]],
  "orbital_gap_ev": 10.3,
  "lumo_ev": 0.8,
  "smiles": "O=C1NCCO1.N",
  "total_charge": 0
}

---

# 5
{
  "formula": "C3H8N2O2",
  "method": "ωB97M-V/def2-TZVPD",
  "elements": ["C", "C", "N", "C", "N", "H", "H", "H", "H", "O", "H", "H", "O", "H", "H"],
  "positions_angstrom": [[0.828880, 2.461484, -1.698938], [0.353223, 1.700401, -0.691901], [-0.115924, 0.494565, -1.195176], [0.083355, 0.655738, -2.578054], [0.711996, 1.719262, -2.895351], [1.482559, 3.314069, -1.722396], [0.295793, 1.912045, 0.364677], [-0.041015, -0.364508, -0.680765], [-0.208728, -0.221641, -3.139360], [-1.064747, -0.582005, 5.851111], [-0.190867, -0.487031, 5.506041], [-1.655692, 0.083516, 5.441939], [-0.045875, -3.372236, -1.189195], [-0.752487, -3.135168, -0.584407], [0.319536, -4.178496, -0.788230]],
  "forces_ev_per_angstrom": [[0.619, -1.419, -1.138], [0.117, -0.067, 1.345], [0.321, 2.249, -1.169], [0.049, -2.719, 1.501], [-0.563, 1.309, -0.038], [-0.474, 0.419, 0.337], [0.136, -0.034, -0.023], [-0.394, -0.185, -0.151], [0.238, 0.395, -0.693], [-1.554, 0.195, 0.248], [0.680, 0.367, -0.500], [0.875, -0.560, 0.252], [0.213, -0.359, 0.320], [-0.215, 0.053, 0.015], [-0.047, 0.357, -0.305]],
  "orbital_gap_ev": 9.2,
  "lumo_ev": 0.2,
  "smiles": "c1c[nH]cn1.O.O",
  "total_charge": 0
}

---

# 6
{
  "formula": "C3H8N2O2",
  "method": "ωB97M-V/def2-TZVPD",
  "elements": ["C", "C", "O", "C", "N", "N", "O", "H", "H", "H", "H", "H", "H", "H", "H"],
  "positions_angstrom": [[-2.085916, 0.787594, 0.270305], [-0.843107, 0.819738, -0.568352], [-0.386664, -0.884951, -0.610511], [0.869628, -0.920238, -0.275863], [1.403297, -2.102300, 0.150924], [1.606358, 0.132137, -0.437750], [2.041583, 0.873685, 0.693589], [-1.843484, 0.763956, 1.330133], [-2.685107, 1.674184, 0.044429], [-2.695071, -0.080324, 0.025743], [-0.269337, 1.709736, -0.330728], [-1.001005, 0.830464, -1.641898], [0.747595, -2.849707, 0.304111], [2.272299, -2.022967, 0.654323], [2.868932, 1.268994, 0.391544]],
  "forces_ev_per_angstrom": [[-0.098, -0.632, -0.300], [-1.182, -1.529, -1.501], [-0.337, 1.981, 0.267], [1.613, -0.115, 1.261], [-1.353, 0.348, -0.255], [-0.502, 1.726, -1.311], [0.782, -0.507, 0.684], [-0.031, 0.090, 0.060], [0.162, 0.098, 0.109], [-0.064, -0.014, 0.081], [1.245, -0.970, 0.479], [-0.347, 0.168, 0.086], [0.298, -0.235, 0.463], [-0.069, -0.241, -0.184], [-0.115, -0.168, 0.062]],
  "orbital_gap_ev": 7.9,
  "lumo_ev": 0.9,
  "smiles": "CCO/C(N)=N/O",
  "total_charge": 0
}

---

# 7
{
  "formula": "C3H8N2O2",
  "method": "ωB97M-V/def2-TZVPD",
  "elements": ["N", "C", "O", "C", "N", "C", "O", "H", "H", "H", "H", "H", "H", "H", "H"],
  "positions_angstrom": [[-1.755767, -1.361100, -0.753660], [-1.379404, -0.162770, -0.232811], [-2.190700, 0.658420, 0.160597], [0.111792, 0.195260, -0.371094], [0.988463, -0.973210, -0.250645], [0.441348, 1.260290, 0.686567], [1.856718, 1.583224, 0.644565], [-2.551104, -1.920933, -0.492782], [-1.131860, -1.855272, -1.350654], [0.286069, 0.586185, -1.370980], [1.158835, -1.270916, 0.700420], [1.791068, -0.772486, -0.814112], [-0.077540, 2.205040, 0.541136], [0.218913, 0.937100, 1.708664], [2.233173, 0.891163, 1.194796]],
  "forces_ev_per_angstrom": [[0.134, -0.748, -0.086], [-0.832, 0.634, -0.982], [0.462, -0.354, 0.632], [-0.133, -0.449, 1.251], [-1.058, 0.244, -0.750], [0.843, 0.837, -0.151], [-0.789, -0.445, 0.157], [-0.349, 0.816, 0.151], [0.800, -0.230, 0.121], [-0.161, 0.263, -0.064], [0.296, 0.107, -0.168], [0.748, -0.355, 0.445], [-0.181, -0.189, -0.215], [-0.326, -0.290, -0.200], [0.547, 0.159, -0.142]],
  "orbital_gap_ev": 10.1,
  "lumo_ev": 0.7,
  "smiles": "NC(=O)[C@H](N)CO",
  "total_charge": 0
}

---

# 8
{
  "formula": "C3H8N2O2",
  "method": "ωB97M-V/def2-TZVPD",
  "elements": ["N", "C", "O", "N", "C", "C", "O", "H", "H", "H", "H", "H", "H", "H", "H"],
  "positions_angstrom": [[-1.888300, 0.146586, 0.558132], [-0.856895, -0.728633, -0.236400], [-1.042464, -1.915640, -0.257507], [-0.162413, 0.050870, -1.182585], [1.269472, -0.118578, -0.902346], [1.441073, 0.289194, 0.584757], [0.315538, -0.150316, 1.253063], [-2.531782, -0.487045, 1.030700], [-2.398080, 0.853162, 0.030021], [-1.069375, 0.477776, 1.214152], [-0.375866, 1.038293, -1.061849], [1.857707, 0.480240, -1.604008], [1.509282, -1.174887, -1.050209], [1.566239, 1.390715, 0.632423], [2.365863, -0.151737, 0.991656]],
  "forces_ev_per_angstrom": [[-0.156, -0.064, 0.066], [-0.261, -0.204, -0.144], [0.119, 0.503, 0.066], [-0.079, 0.037, 0.151], [0.193, -0.090, -0.038], [0.304, 0.094, -0.124], [-0.045, 0.018, 0.034], [0.096, 0.095, -0.095], [0.134, -0.141, 0.052], [-0.006, -0.088, -0.074], [-0.014, -0.117, -0.010], [-0.075, -0.081, 0.138], [-0.012, 0.134, 0.032], [-0.062, -0.149, 0.010], [-0.136, 0.052, -0.065]],
  "orbital_gap_ev": 9.3,
  "lumo_ev": 0.4,
  "smiles": "[NH3+]C(=O)NCC[O-]",
  "total_charge": 0
}

---

# 9
{
  "formula": "C3H8N2O2",
  "method": "ωB97M-V/def2-TZVPD",
  "elements": ["C", "N", "C", "N", "O", "H", "H", "H", "H", "H", "H", "C", "O", "H", "H"],
  "positions_angstrom": [[-0.476809, -1.047935, -1.079278], [0.522029, -0.656436, -0.410285], [0.919532, 0.755231, -0.615615], [2.321189, 0.964023, -0.385978], [0.271303, 1.575743, 0.303258], [-0.846117, -2.070876, -0.961067], [-1.041801, -0.401601, -1.767488], [0.678354, 1.028095, -1.660189], [2.443463, 1.011845, 0.622797], [2.850198, 0.164739, -0.721516], [-0.654714, 1.300772, 0.425411], [-1.739521, -0.663865, 1.574200], [-2.158627, 0.391670, 1.153813], [-0.680124, -0.813515, 1.843115], [-2.408351, -1.537883, 1.678819]],
  "forces_ev_per_angstrom": [[0.161, 0.033, 0.005], [-0.309, -0.115, -0.122], [0.084, 0.024, -0.247], [0.041, -0.164, 0.041], [-0.226, -0.048, 0.085], [0.108, 0.145, 0.005], [0.188, -0.056, -0.016], [-0.029, 0.028, 0.182], [0.088, -0.026, -0.113], [-0.034, 0.120, -0.026], [0.147, 0.073, -0.001], [-0.201, 0.325, -0.048], [0.129, -0.543, 0.188], [-0.153, 0.098, 0.002], [0.006, 0.104, 0.065]],
  "orbital_gap_ev": 10.0,
  "lumo_ev": 0.4,
  "smiles": "C=N[C@H](N)O.C=O",
  "total_charge": 0
}

---

# 10
{
  "formula": "C3H8N2O2",
  "method": "ωB97M-V/def2-TZVPD",
  "elements": ["C", "C", "N", "N", "C", "O", "O", "H", "H", "H", "H", "H", "H", "H", "H"],
  "positions_angstrom": [[1.566896, 0.094525, -0.251185], [1.039729, 0.770973, 0.847361], [-0.952543, 0.019529, 0.322155], [-2.298626, 0.420408, 0.091946], [-0.208254, -0.405412, -0.938224], [2.191149, -1.124922, -0.046470], [-0.188251, -1.610226, -1.223034], [1.618107, -1.803095, -0.457292], [-0.946454, -0.788391, 0.942796], [2.023734, 0.687008, -1.043021], [-2.404467, 1.401544, 0.317924], [-2.974376, -0.220839, 0.490519], [1.014496, 0.326129, 1.831735], [0.898470, 1.841710, 0.799137], [-0.379611, 0.391057, -1.684347]],
  "forces_ev_per_angstrom": [[0.658, 0.471, 1.062], [0.855, -0.389, -0.994], [-0.119, 0.123, 0.317], [0.569, -0.325, -0.657], [-1.495, -0.481, 0.101], [-0.337, -0.173, 0.084], [0.407, 0.853, 0.165], [0.062, 0.086, -0.040], [0.059, 0.048, -0.105], [-0.334, -0.018, -0.117], [-0.265, -0.424, 0.271], [0.027, 0.470, 0.019], [-0.085, -0.126, -0.061], [-0.300, -0.046, -0.090], [0.297, -0.068, 0.045]],
  "orbital_gap_ev": 8.5,
  "lumo_ev": 0.0,
  "total_charge": 0
}

---

# 11
{
  "formula": "C3H8N2O2",
  "method": "ωB97M-V/def2-TZVPD",
  "elements": ["C", "N", "C", "N", "O", "H", "H", "H", "H", "H", "H", "C", "O", "H", "H"],
  "positions_angstrom": [[-0.970742, 0.837060, -1.089860], [-0.813323, 0.240414, 0.016773], [-0.452820, -1.187729, -0.048521], [-1.324657, -1.994731, 0.751414], [0.821444, -1.352916, 0.472706], [-1.223509, 1.898111, -1.100626], [-0.855709, 0.343923, -2.065710], [-0.522604, -1.529192, -1.101234], [-1.179144, -1.734224, 1.723849], [-2.293288, -1.802302, 0.515938], [1.418881, -0.700368, 0.058778], [1.840796, 1.756070, 0.482988], [2.380622, 0.916830, -0.216054], [0.987349, 1.504311, 1.130621], [2.186702, 2.804742, 0.468938]],
  "forces_ev_per_angstrom": [[0.009, -0.237, 0.311], [-0.049, 0.322, -0.460], [-0.219, -0.111, -0.255], [-0.116, 0.103, 0.069], [0.240, 0.178, -0.125], [0.003, -0.098, 0.029], [-0.033, -0.018, 0.132], [0.068, 0.050, 0.173], [-0.068, -0.055, -0.074], [0.097, -0.062, 0.022], [-0.063, -0.154, 0.146], [0.515, -0.587, -0.551], [-0.487, 0.779, 0.598], [0.089, -0.008, -0.028], [0.014, -0.101, 0.012]],
  "orbital_gap_ev": 10.1,
  "lumo_ev": 0.5,
  "smiles": "C=N[C@H](N)O.C=O",
  "total_charge": 0
}

---

# 12
{
  "formula": "C3H8N2O2",
  "method": "ωB97M-V/def2-TZVPD",
  "elements": ["C", "C", "N", "H", "H", "H", "C", "O", "H", "H", "N", "O", "H", "H", "H"],
  "positions_angstrom": [[2.658881, -0.238220, -0.495099], [1.546311, 0.369630, 0.173711], [0.667851, 0.857720, 0.707871], [3.544881, -0.157280, 0.118431], [2.843421, 0.287910, -1.442969], [2.458841, -1.283360, -0.685259], [-0.840549, -1.675450, -1.129779], [-1.423229, -1.264160, -0.165959], [-0.628039, -2.751320, -1.283839], [-0.487829, -1.010290, -1.935139], [-2.138019, 1.811590, 1.689771], [-2.491789, 1.527520, 0.342931], [-1.116669, 1.788790, 1.748041], [-2.513809, 1.057940, 2.274571], [-2.080249, 0.678980, 0.082711]],
  "forces_ev_per_angstrom": [[0.508, 0.164, -0.733], [0.213, -0.062, -0.039], [-0.723, 0.463, 0.483], [0.240, -0.009, 0.147], [-0.030, -0.257, 0.250], [-0.017, -0.259, -0.109], [-0.038, -0.129, -0.121], [0.001, -0.140, -0.087], [-0.063, 0.058, 0.162], [-0.006, 0.156, 0.017], [0.053, -0.103, 0.261], [0.084, -0.307, -0.245], [-0.375, -0.158, -0.061], [0.232, 0.220, -0.273], [-0.080, 0.364, 0.349]],
  "orbital_gap_ev": 9.0,
  "lumo_ev": 0.2,
  "smiles": "CC#N.C=O.NO",
  "total_charge": 0
}

---

Energy relative to the best compared isomer or geometry (same formula, charge and spin)? In order: 5.905; 0.465; 4.006; 0.753; 1.770; 5.585; 1.072; 2.728; 2.740; 5.144; 2.576; 4.093 eV.
E_tot? In order: -10311.0477; -10316.4871; -10312.9465; -10316.1996; -10315.1818; -10311.3675; -10315.8808; -10314.2243; -10314.2124; -10311.8082; -10314.3765; -10312.8596 eV.